A gas-phase ion, C3H8NS (charge -1) at a distorted geometry, computed with wB97M-V/def2-TZVPD.

Energy relative to the best compared isomer or geometry (same formula, charge and spin): 44.1 kJ/mol
Net charge: -1
Highest occupied orbital energy: -2.23 eV
Strongest force on any atom: 0.02723 Eh/bohr
SMILES string: NCCC[S-]
LUMO energy: 4.166 eV

The geometry in XYZ format:
```
13
C3H8NS wB97M-V/def2-TZVPD
C 0.55065 0.09762 0.30178
C 0.09268 -0.44287 1.63766
S -1.21394 0.61102 2.39833
C -0.59047 0.27412 -0.73662
N -0.16622 0.08642 -2.13023
H 0.93251 1.10357 0.47012
H 1.25439 -0.60179 -0.16122
H -0.37405 -1.43414 1.59604
H 0.98556 -0.53660 2.25155
H -1.39868 -0.40859 -0.49945
H -0.96988 1.28072 -0.56739
H 0.55445 0.76208 -2.37048
H 0.34301 -0.79154 -2.19010
```

***

A gas-phase ion, C3H8NS (charge -1) at a distorted geometry, computed with wB97M-V/def2-TZVPD.

Energy relative to the best compared isomer or geometry (same formula, charge and spin): 54.1 kJ/mol
Net charge: -1
Highest occupied orbital energy: -2.34 eV
Strongest force on any atom: 0.05415 Eh/bohr
SMILES string: C[C@H](N)C[S-]
LUMO energy: 4.314 eV

The geometry in XYZ format:
```
13
C3H8NS wB97M-V/def2-TZVPD
C 0.25111 -0.94555 -1.16983
C 0.14350 -0.42338 0.28182
C 0.67389 1.04571 0.39767
S -0.16585 2.24990 -0.73414
N -1.26514 -0.42348 0.73147
H -0.08347 -0.06064 -1.72345
H -0.64461 -1.57979 -1.27396
H 1.14027 -1.53976 -1.33500
H 0.71345 -1.04546 0.98835
H 0.34688 1.41895 1.37219
H 1.74215 1.16834 0.21517
H -1.15724 -0.34363 1.74156
H -1.69493 0.47879 0.50815
```

***

A gas-phase ion, C3H8NS (charge -1) at a distorted geometry, computed with wB97M-V/def2-TZVPD.

Energy relative to the best compared isomer or geometry (same formula, charge and spin): 19.8 kJ/mol
Net charge: -1
Highest occupied orbital energy: -2.39 eV
Strongest force on any atom: 0.02600 Eh/bohr
SMILES string: C[C@H](N)C[S-]
LUMO energy: 4.286 eV

The geometry in XYZ format:
```
13
C3H8NS wB97M-V/def2-TZVPD
C 1.35881 -0.00460 -1.32840
C 0.69848 -0.81151 -0.20121
C 0.35249 0.04124 1.02859
S -1.00061 1.23116 0.67730
N -0.44956 -1.59388 -0.70904
H 0.63808 0.30658 -2.08808
H 2.20423 -0.51344 -1.76244
H 1.65973 0.96822 -0.91498
H 1.42434 -1.58069 0.09100
H -0.04353 -0.66611 1.75898
H 1.25454 0.55165 1.36687
H -1.01001 -1.80502 0.09952
H -1.08994 -0.90645 -1.12329
```